C5H7N | ωB97M-V/def2-TZVPD

Each line ends with the Mulliken charge.
Atoms and positions in Å:
C (-2.35, 0.69, 1.79)  0.13
C (-1.35, 0.24, 1.29)  -0.96
C (-0.44, -0.35, 0.32)  0.08
C (0.88, -1.05, 0.46)  -0.30
N (0.80, 0.31, -0.02)  -0.29
C (1.04, 0.65, -1.40)  -0.79
H (-3.27, 1.03, 2.20)  0.41
H (-1.04, -0.77, -0.48)  0.34
H (1.02, -1.85, -0.27)  0.27
H (1.38, -1.20, 1.41)  0.23
H (0.48, 1.56, -1.63)  0.28
H (0.75, -0.14, -2.12)  0.32
H (2.11, 0.87, -1.53)  0.28

Computed properties:
* HOMO: -9.4 eV
* gap between HOMO and LUMO: 10.50 eV
* E: -249.34739 Eh
* SMILES string: C#C[C@@H]1CN1C
* LUMO level: 1.07 eV